Computed, not measured: a structure of composition C45H42AsN2O3RbS2, with ωB97M-V/def2-TZVPD.

```
96
Properties=species:S:1:pos:R:3:forces:R:3
C 5.52743 0.76721 0.58821 -0.2 0.0 0.0
C -5.43335 -0.01229 1.44166 0.0 0.0 0.0
C -6.20670 -0.14661 2.59748 0.0 0.0 0.0
O 3.20619 0.67550 0.87828 0.3 0.1 0.1
C -5.04160 -2.91090 -1.66055 0.0 0.0 0.1
H -3.40267 -1.65288 -2.31473 0.0 0.0 0.0
H 5.05239 0.45613 -2.66580 0.0 0.0 0.0
H -6.69486 -3.94724 -0.74851 0.0 0.0 0.0
H -5.71633 4.68198 -3.84345 0.0 0.0 0.0
H 5.13168 -3.59064 2.71251 0.0 0.0 0.0
C -4.43199 1.70230 -2.83333 0.0 0.0 0.0
O 2.91303 2.19636 -2.34011 0.0 -0.2 -0.1
C -5.04028 2.64448 -3.65325 0.0 0.0 0.0
C 1.53669 0.43721 -3.78728 0.1 0.2 0.1
C -4.34466 -0.86059 -0.58111 -0.1 -0.2 -0.1
H -6.96625 -2.29590 1.05018 0.0 0.0 0.0
H 0.68171 4.26008 -2.39178 0.0 0.0 0.0
H -1.61903 -1.86162 -0.29997 0.0 0.0 0.0
H -5.31298 2.72182 4.15615 0.0 0.0 0.0
C -5.35370 1.94943 3.39349 0.0 0.0 0.0
C -4.87511 4.27436 -1.90564 0.0 0.0 0.0
H -5.02630 5.28369 -1.53787 0.0 0.0 0.0
C -4.07074 2.01551 -1.52540 0.1 0.1 0.0
C -0.72717 3.75785 -0.85583 0.0 -0.1 0.0
H 5.25890 -1.60429 -4.03620 0.0 0.0 0.0
C 5.78748 -1.76492 1.78908 -0.2 0.0 0.0
H 2.56611 4.54796 -0.83392 0.0 0.0 0.0
H -1.54417 3.56927 -1.54242 0.0 0.0 0.0
As -3.13383 0.68767 -0.38294 0.1 0.2 0.1
H -1.79041 -3.69579 2.72461 0.0 0.0 0.0
C 6.74709 0.22259 0.72643 0.1 -0.2 0.1
C 1.75476 1.29248 -5.02252 0.0 0.0 0.0
H 1.51098 -0.63486 -3.98863 0.0 0.0 0.0
H -2.32739 -2.04301 1.32780 0.0 0.0 0.0
C -5.26078 3.93975 -3.19687 0.0 0.0 0.0
H 1.98662 2.31767 -4.72910 0.0 0.0 0.0
C -1.56442 -2.41306 0.63997 0.0 0.0 -0.1
C 4.29844 0.10022 1.03735 0.0 -0.2 0.0
H 2.24150 4.17816 1.58964 0.0 0.0 0.0
C -4.57158 2.05260 2.24818 0.0 0.0 0.0
H 9.06088 -1.06751 1.11431 0.0 0.0 0.0
H 0.83933 1.30596 -5.61481 0.0 0.0 0.0
S -1.61515 0.03796 -2.17064 0.1 0.0 -0.2
H -1.85986 3.17301 0.86611 0.0 0.0 0.0
C 1.79090 -3.10161 3.98754 0.1 0.0 0.1
H -3.90167 2.90898 2.16798 0.0 0.0 0.0
N 3.46309 -1.95813 2.18727 0.2 -0.1 0.1
H -1.71792 -3.48044 0.45463 0.0 0.0 0.0
C 6.92880 -1.06833 1.33601 0.0 0.1 -0.1
C 1.40299 4.09164 0.90950 0.0 -0.1 0.0
H -6.78392 0.74301 4.46517 0.0 0.0 0.0
C 5.99670 -3.03966 2.37190 0.0 0.0 0.0
H 1.24502 -4.31681 5.67327 0.0 0.0 0.0
H 3.54226 -1.56087 -4.43791 0.0 0.0 0.0
H -4.02464 3.58755 -0.07063 0.0 0.0 0.1
C -0.78289 -3.52930 3.07378 0.0 0.0 0.1
C -5.35257 -1.03610 0.38214 0.0 -0.1 -0.1
H 7.37789 -4.55004 2.95166 0.0 0.0 0.0
H -4.19195 0.71565 -3.21262 0.0 0.0 0.0
H 4.34024 0.82000 -4.24750 0.1 0.0 0.0
C 8.20697 -1.63326 1.47491 0.0 0.0 0.0
C 0.09170 -2.74375 2.32928 -0.1 0.0 -0.1
H 5.38527 1.73583 0.12104 0.0 0.0 0.0
C 1.40539 -2.52581 2.78591 -0.1 -0.1 0.0
C 0.51974 4.14286 -1.32808 0.0 0.0 0.0
H 0.58131 0.67009 -3.29515 0.0 0.0 0.0
C -0.36847 -4.09915 4.27369 0.1 0.1 -0.1
H 0.02219 3.47655 2.43704 0.0 0.0 0.0
H 7.62736 0.75414 0.37490 0.0 0.0 0.0
C 0.92024 -3.88751 4.73304 0.0 0.0 0.0
C 7.25637 -3.57137 2.50081 0.0 0.0 0.0
C -6.18246 0.84320 3.56852 0.0 0.0 0.0
C 4.46584 -1.19453 1.64323 0.2 0.1 -0.1
C 4.27547 -1.30119 -3.67383 0.0 0.0 0.0
C 4.25555 0.18873 -3.36258 0.1 -0.1 0.1
H 9.37727 -3.29303 2.15062 0.0 0.0 0.0
Rb 0.71193 0.41256 0.13364 -0.5 0.1 0.0
H 2.79828 -2.90339 4.33157 0.0 0.0 0.0
C -0.90544 3.53406 0.50439 0.0 0.0 0.1
H -6.81885 -1.02930 2.75843 0.0 0.0 0.0
O -0.24916 -2.17576 1.15009 0.0 0.0 0.1
H 4.05562 -1.88882 -2.78053 0.0 0.0 0.0
C -4.61328 1.10237 1.22293 -0.1 0.1 0.1
C 0.15703 3.69721 1.38436 0.0 0.0 0.0
C -6.03537 -3.08679 -0.70361 0.0 0.0 0.0
N 2.25097 -1.66409 2.03491 -0.1 0.2 -0.1
H -1.06586 -4.69819 4.84647 0.0 0.0 0.0
C -4.30076 3.31475 -1.07881 0.0 -0.1 0.0
H -4.91848 -3.63669 -2.45737 0.0 0.0 0.0
H 2.56572 0.92240 -5.65496 0.0 0.0 0.0
C 8.38603 -2.86805 2.04985 0.0 0.0 0.0
C 1.58373 4.30907 -0.44860 0.0 0.0 0.0
C -6.18504 -2.15415 0.31113 0.0 0.0 0.0
H -5.32526 2.37257 -4.66417 0.0 0.0 0.0
C -4.20160 -1.80537 -1.59337 -0.1 0.0 0.0
S 2.76786 0.71123 -2.49058 -0.1 0.3 -0.1
```
Positions in Å, forces in eV/Å.

Its calculated total energy is -5131.45112 Ha. As for the HOMO-LUMO gap: 4.1 eV. As for the net charge: -2. The calculation puts the max |F| at 0.52 eV/Å. The value obtained for the lowest unoccupied orbital energy is 3.76 eV. The calculation puts the energy relative to the best compared isomer or geometry (same formula, charge and spin) at 0.00 kcal per mole.

Löwdin population analysis, charges in e, atoms 1 to 8:
1. C -0.010
2. C -0.227
3. C -0.067
4. O -0.211
5. C -0.112
6. H -0.002
7. H 0.079
8. H 0.082